# C38H104N9O10Pd

C38H104N9O10Pd as an isolated structure (wB97M-V/def2-TZVPD, the Open Molecules 2025 dataset).

Last column: Löwdin spin population.
Element x y z (Å)
Pd (-1.791422, 0.985895, 5.449546)  0.9400
C (0.050608, 0.551605, -0.145634)  -0.0002
C (0.106968, 1.510825, 1.061576)  0.0972
O (-0.835682, 1.279615, 2.080796)  0.8253
H (-0.971502, 0.466535, -0.514634)  0.0002
H (0.516918, -0.420755, 0.013026)  0.0008
H (0.652008, 1.038265, -0.913484)  -0.0008
H (0.101038, 2.527245, 0.667936)  0.0412
H (1.163838, 1.526245, 1.327816)  0.0362
C (2.339458, 8.663495, -4.867634)  0.0000
C (2.104978, 7.369925, -4.038994)  0.0000
C (2.408458, 6.106015, -4.763974)  0.0000
O (1.983918, 4.909805, -4.109814)  0.0000
C (2.088678, 3.738205, -4.903074)  0.0000
N (2.822218, 7.332115, -2.764904)  0.0000
H (2.205868, 9.610605, -4.344924)  0.0000
H (1.809178, 8.711505, -5.818734)  0.0000
H (3.353858, 8.666635, -5.266484)  0.0000
H (1.057018, 7.438795, -3.747204)  0.0000
H (3.456008, 5.943885, -5.017864)  0.0000
H (1.855208, 6.067685, -5.702354)  0.0000
H (1.817078, 2.853405, -4.327344)  0.0000
H (3.157738, 3.735125, -5.115644)  0.0000
H (1.683248, 3.732505, -5.914854)  0.0000
H (3.777738, 7.620235, -2.920084)  0.0000
H (3.003398, 6.338915, -2.736044)  0.0000
C (-0.846822, -9.607895, 2.774596)  0.0000
C (-2.100562, -9.251105, 1.915506)  0.0000
C (-1.770102, -8.227385, 0.741506)  0.0000
O (-1.184372, -6.970385, 1.163826)  0.0000
C (-0.974652, -6.010645, 0.095816)  0.0000
N (-2.673012, -10.486095, 1.311486)  0.0000
H (-0.986932, -10.551145, 3.302576)  0.0000
H (-0.616402, -8.880555, 3.553046)  0.0000
H (0.007628, -9.746965, 2.112286)  0.0000
H (-2.891862, -8.831325, 2.536576)  0.0000
H (-2.667632, -8.067175, 0.144116)  0.0000
H (-1.064842, -8.706675, 0.062556)  0.0000
H (-0.185092, -6.257635, -0.613914)  0.0000
H (-0.629882, -5.177835, 0.708716)  0.0000
H (-1.878582, -5.716485, -0.437574)  0.0000
H (-2.980572, -11.056015, 2.086536)  0.0000
H (-3.561132, -10.226915, 0.906316)  0.0000
C (-2.828202, 6.202545, -0.300394)  0.0000
C (-1.512602, 6.923855, -0.652664)  0.0000
C (-1.828612, 8.457715, -0.864024)  0.0000
O (-0.563982, 9.192605, -1.074154)  0.0000
C (-0.869242, 10.485315, -1.578124)  0.0000
N (-0.467292, 6.748215, 0.365226)  0.0001
H (-3.553202, 6.265735, -1.111864)  0.0000
H (-3.323902, 6.593195, 0.588296)  0.0000
H (-2.677862, 5.144535, -0.085654)  0.0000
H (-1.075942, 6.492215, -1.553284)  0.0000
H (-2.268042, 8.827245, 0.062506)  0.0000
H (-2.523932, 8.569515, -1.695974)  0.0000
H (-1.568942, 11.040915, -0.953754)  0.0000
H (-1.351662, 10.361965, -2.547744)  0.0000
H (0.020098, 11.100035, -1.717004)  0.0000
H (-0.189712, 5.778965, 0.305196)  0.0001
H (-0.916952, 6.703685, 1.268506)  0.0000
C (8.510918, -6.044955, -1.470954)  0.0000
C (7.017528, -6.385745, -1.705964)  0.0000
C (5.965588, -5.281725, -1.675444)  0.0000
O (5.724258, -4.745325, -0.386974)  0.0000
C (4.891238, -3.603125, -0.397814)  0.0000
N (6.849358, -7.214945, -2.878904)  0.0000
H (8.649828, -5.667175, -0.457984)  0.0000
H (8.950588, -5.426545, -2.253484)  0.0000
H (9.042968, -6.994365, -1.531264)  0.0000
H (6.722348, -7.036305, -0.882704)  0.0000
H (5.027318, -5.624885, -2.111314)  0.0000
H (6.246698, -4.592785, -2.471964)  0.0000
H (5.213568, -2.740675, -0.981244)  0.0000
H (4.701408, -3.223685, 0.606216)  0.0000
H (3.890298, -3.953565, -0.649604)  0.0000
H (5.944578, -7.657255, -2.802494)  0.0000
H (7.553318, -7.931965, -2.776824)  0.0000
C (-6.069662, 0.605395, 0.181866)  0.0000
C (-6.057002, -0.876565, 0.395166)  0.0000
C (-6.848692, -1.572685, -0.738904)  0.0000
O (-8.199142, -1.116525, -0.847104)  0.0000
C (-8.857872, -1.616265, -1.980284)  0.0000
N (-4.700042, -1.366675, 0.557226)  0.0000
H (-5.445682, 0.907515, -0.659244)  0.0000
H (-5.673712, 1.078595, 1.080426)  0.0000
H (-7.081322, 0.988045, 0.046846)  0.0000
H (-6.572252, -1.059785, 1.338056)  0.0000
H (-6.884582, -2.650735, -0.582004)  0.0000
H (-6.253882, -1.319175, -1.616424)  0.0000
H (-9.931842, -1.446595, -2.057184)  0.0000
H (-8.744482, -2.689435, -2.133734)  0.0000
H (-8.381002, -1.185775, -2.860844)  0.0000
H (-4.317492, -1.647905, -0.334214)  0.0000
H (-4.160172, -0.531005, 0.731266)  -0.0001
C (-2.153342, -4.250525, 4.709266)  0.0012
C (-1.714192, -2.870805, 5.231756)  0.0008
C (-0.305832, -2.379225, 4.750666)  0.0002
O (0.112728, -1.139675, 5.353866)  0.0053
C (1.463438, -1.058055, 5.547856)  0.0002
N (-2.657892, -1.836475, 4.891816)  0.0189
H (-2.261492, -4.168675, 3.627746)  0.0000
H (-3.133022, -4.486175, 5.124966)  0.0000
H (-1.438642, -4.987215, 5.076136)  0.0002
H (-1.592112, -2.939735, 6.312696)  0.0000
H (-0.378292, -2.282775, 3.667366)  0.0001
H (0.440758, -3.158685, 4.902766)  0.0001
H (1.806128, -1.872705, 6.185826)  0.0000
H (1.757468, -0.194025, 6.143766)  0.0001
H (2.038218, -1.133855, 4.624826)  0.0000
H (-3.439942, -2.269825, 5.361616)  0.0001
H (-3.008492, -1.825175, 3.944686)  -0.0002
C (-2.673342, 5.214445, 4.906106)  -0.0001
C (-2.682652, 4.533075, 6.275846)  0.0022
C (-4.007932, 3.775115, 6.465526)  0.0003
O (-4.137962, 2.704555, 5.522276)  0.0104
C (-5.364172, 2.020505, 5.585926)  0.0001
N (-1.543652, 3.653025, 6.249996)  0.0191
H (-2.800562, 4.495505, 4.096746)  0.0000
H (-1.753852, 5.763305, 4.702656)  0.0000
H (-3.423022, 6.005625, 4.915906)  0.0000
H (-2.604272, 5.294355, 7.051986)  0.0009
H (-4.785412, 4.533095, 6.370146)  0.0002
H (-4.143332, 3.387795, 7.475356)  0.0000
H (-6.235292, 2.659165, 5.439756)  0.0001
H (-5.547982, 1.518555, 6.535846)  0.0000
H (-5.274932, 1.262645, 4.807596)  0.0001
H (-0.814862, 4.286015, 5.952856)  0.0000
H (-1.388752, 3.467865, 7.230726)  -0.0003
C (5.941368, 2.473985, -1.287794)  0.0000
C (6.756438, 1.922225, -0.119174)  0.0000
C (7.984268, 2.797265, 0.261746)  0.0000
O (8.898208, 2.763685, -0.785134)  0.0000
C (10.202628, 3.231435, -0.434274)  0.0000
N (5.931888, 1.761755, 1.103396)  0.0000
H (6.532588, 2.535025, -2.201484)  0.0000
H (5.622108, 3.475515, -0.999524)  0.0000
H (5.044098, 1.880935, -1.464724)  0.0000
H (7.159678, 0.933255, -0.336974)  0.0000
H (8.451458, 2.438265, 1.178776)  0.0000
H (7.606898, 3.792465, 0.496846)  0.0000
H (10.855168, 3.051545, -1.288644)  0.0000
H (10.600718, 2.653575, 0.399816)  0.0000
H (10.190738, 4.302555, -0.232664)  0.0000
H (5.044598, 1.453655, 0.732056)  0.0000
H (5.734908, 2.636415, 1.568446)  0.0000
C (-1.879272, -2.072755, -4.470464)  0.0000
C (-2.029622, -2.917845, -5.721404)  0.0000
C (-2.568502, -4.390175, -5.460684)  0.0000
O (-1.419142, -5.196315, -5.180674)  0.0000
C (-1.840532, -6.571095, -4.967984)  0.0000
N (-2.988592, -2.216275, -6.524664)  0.0000
H (-1.378362, -1.117175, -4.625554)  0.0000
H (-1.296452, -2.526095, -3.668654)  0.0000
H (-2.853142, -1.785095, -4.074324)  0.0000
H (-1.053232, -3.026135, -6.193674)  0.0000
H (-3.102402, -4.793495, -6.321144)  0.0000
H (-3.355832, -4.361365, -4.707434)  0.0000
H (-2.297342, -6.982095, -5.868274)  0.0000
H (-2.434622, -6.639105, -4.056654)  0.0000
H (-0.930652, -7.159415, -4.849274)  0.0000
H (-2.938802, -2.601175, -7.457124)  0.0000
H (-2.679732, -1.264785, -6.663834)  0.0000

Cartesian forces, eV/Å:
Pd -0.315 0.101 -0.109
C -0.092 0.713 0.126
C -0.501 -1.434 -0.656
O 1.590 0.625 -0.991
H 0.075 -0.214 -0.029
H -0.305 -0.025 0.309
H -0.055 -0.052 -0.270
H -0.940 0.584 0.281
H 0.181 -0.222 1.358
C 1.063 -0.740 -0.635
C -0.617 1.567 0.459
C -0.992 -1.547 -2.278
O -1.428 0.237 1.037
C 2.049 0.766 0.081
N 0.673 -0.304 -0.099
H -0.206 -0.353 0.329
H -0.748 -0.239 0.285
H 0.520 0.040 0.377
H -0.292 -0.562 -0.214
H 0.479 0.563 0.063
H 0.044 0.479 -0.526
H -0.163 0.304 -0.026
H 0.459 -0.948 -0.124
H -0.972 0.430 0.172
H 0.351 0.814 -0.112
H -0.213 -0.534 1.242
C -0.671 -0.005 -0.561
C 0.616 0.637 -0.275
C 0.496 -0.424 0.516
O -0.787 -0.786 -0.784
C 0.135 -0.150 1.730
N 0.357 0.606 0.052
H -0.218 -0.113 -0.091
H -0.027 0.272 -0.324
H 0.088 0.102 0.079
H 0.234 0.536 0.297
H -0.341 0.266 0.111
H 0.184 -0.307 -0.008
H -0.010 -0.470 0.009
H 0.038 0.404 -0.514
H -0.222 -0.259 0.048
H 0.278 -0.389 0.232
H -0.157 0.117 -0.510
C 0.007 -0.064 -0.277
C -0.364 1.025 0.233
C 2.378 -0.907 0.416
O -1.702 -0.413 0.002
C -0.216 -0.312 -0.382
N -0.428 -0.425 0.224
H -0.024 0.014 -0.102
H 0.166 0.376 0.107
H 0.241 -0.118 -0.173
H -0.240 0.239 -0.287
H -0.274 0.165 0.044
H 0.048 0.193 -0.141
H -0.056 -0.008 0.350
H -0.061 0.203 -0.301
H 0.187 -0.381 0.195
H 0.566 -0.263 -0.414
H -0.239 0.666 0.502
C -0.964 -0.396 -0.273
C -0.247 -0.448 1.802
C 0.109 0.224 -1.134
O 1.013 0.569 -0.204
C -0.948 -0.574 0.585
N 0.214 0.422 -0.746
H 0.093 0.315 -0.237
H -0.183 0.351 0.174
H 0.117 -0.097 0.133
H 0.222 0.133 0.811
H -0.386 -0.716 0.272
H 0.394 1.063 0.388
H 0.234 -0.317 -0.447
H 0.749 -0.251 0.352
H -0.277 0.293 -0.820
H -0.076 -0.232 -0.241
H -0.065 -0.333 -0.414
C -0.238 0.804 0.224
C -1.743 -0.153 0.072
C 0.118 0.077 0.485
O 0.278 0.211 0.881
C 0.668 -0.407 -1.271
N 0.454 -0.140 -0.292
H -0.022 -0.031 -0.183
H 0.131 0.217 0.041
H 0.022 -0.026 -0.114
H -0.234 -0.166 0.072
H 0.310 -0.204 -0.107
H -0.214 -0.219 -0.701
H 0.149 0.559 0.759
H 0.186 -0.371 0.464
H -0.131 0.230 -0.337
H -0.060 -0.437 -0.377
H 0.391 0.070 0.439
C 0.536 1.063 0.325
C 2.627 0.159 -0.501
C -0.622 -0.782 -0.393
O -2.556 -0.233 -0.329
C 2.038 -0.585 0.823
N -1.279 0.796 1.342
H 0.256 -0.562 -0.083
H -0.018 -0.038 0.044
H -0.088 -0.257 -0.531
H -0.492 0.276 0.210
H 0.124 0.417 -0.278
H 0.121 0.027 0.399
H 0.056 -0.450 0.007
H -0.387 0.440 -0.472
H 0.038 0.321 -0.181
H -1.073 0.997 0.379
H 0.678 -0.268 -0.682
C -0.387 0.777 0.241
C -1.408 -0.094 -1.858
C 0.184 0.089 0.073
O 0.762 0.777 0.489
C -0.250 -0.487 -0.118
N 0.390 -1.032 0.925
H -0.302 0.070 0.090
H 0.324 -0.162 0.245
H -0.333 -0.229 -0.416
H -0.052 -0.006 0.197
H -0.383 -0.100 -0.417
H 0.319 -0.239 0.259
H 0.091 0.236 -0.384
H 0.349 -0.083 0.303
H -0.436 0.041 -0.004
H 0.778 -0.525 -0.079
H 0.725 -0.454 0.243
C 0.530 0.232 0.370
C 0.719 0.312 0.942
C -0.984 -0.644 -0.075
O 0.716 0.268 -0.438
C -0.469 -0.317 -0.522
N 0.031 -0.389 -0.634
H -0.052 -0.014 -0.003
H -0.103 0.187 -0.187
H 0.047 -0.153 -0.059
H -0.070 -0.075 -0.221
H -0.078 -0.369 0.197
H 0.076 0.584 -0.180
H -0.151 0.027 -0.044
H -0.021 0.136 0.276
H 0.035 0.061 0.249
H -0.393 -0.217 0.414
H 0.146 0.375 -0.094
C 0.276 0.057 0.983
C -0.264 -1.023 0.939
C 1.198 1.385 -0.422
O -1.477 -0.804 0.374
C 1.354 0.833 -0.206
N -0.377 0.081 -1.179
H 0.148 0.032 -0.579
H -0.077 -0.394 -0.047
H -0.211 -0.306 0.026
H 0.166 -0.143 -0.107
H 0.213 0.145 -0.571
H 0.286 -0.139 0.761
H -0.585 0.167 0.103
H -0.306 -0.160 -0.196
H 0.068 0.132 0.262
H -0.378 -0.188 -0.319
H -0.038 0.329 0.213

Calculated values
E (a.u.): -2882.6407
Total charge: +1
Frontier orbital gap (alpha / beta) (eV): 7.2 / 6.0
2S+1: 3
⟨S²⟩: 2.01
Energy relative to the best compared isomer or geometry (same formula, charge and spin) (kcal per mole): 158.5
HOMO level (alpha / beta) (Ha): -0.379 / -0.379